[1]
Molecular formula: C33H33N2O
Method: DFT, ωB97M-V with the def2-TZVPD basis set

```
! wB97M-V def2-TZVPD RIJCOSX def2/J DEFGRID3
* xyz 1 1
C 5.21 0.68 4.90
O 4.61 1.96 4.57
C 3.29 1.89 4.21
C 2.81 2.69 3.15
C 1.59 2.38 2.57
C 0.67 1.48 3.18
C -0.69 1.38 2.73
C -1.59 0.42 3.27
N -2.88 0.75 3.52
C -3.32 2.14 3.62
C -4.82 2.07 4.00
C -5.25 0.61 3.80
C -3.96 -0.23 3.69
C -1.10 -0.97 3.55
C -0.18 -1.54 2.66
C 0.40 -2.77 2.93
C -0.08 -3.53 4.01
C -0.99 -2.98 4.91
C -1.41 -1.67 4.74
C 1.11 0.84 4.38
C 2.42 0.94 4.81
H 6.24 0.74 4.53
H 5.21 0.51 5.99
H 4.69 -0.14 4.39
H 3.43 3.51 2.79
H 1.28 2.86 1.63
H -1.07 2.24 2.17
H -2.74 2.71 4.39
H -3.15 2.65 2.66
H -4.96 2.42 5.03
H -5.41 2.73 3.34
H -5.90 0.23 4.60
H -5.79 0.51 2.86
H -3.98 -0.91 2.83
H -3.81 -0.84 4.60
H 0.08 -0.98 1.76
H 1.20 -3.15 2.29
H 0.29 -4.55 4.15
H -1.36 -3.57 5.75
H -1.97 -1.17 5.54
H 0.43 0.27 5.01
H 2.83 0.31 5.61
C 2.94 0.71 -4.39
N 2.07 0.46 -3.24
C 2.65 -0.08 -2.11
C 3.96 -0.57 -2.20
C 4.49 -1.33 -1.16
C 3.75 -1.50 0.03
C 2.49 -0.92 0.18
C 1.86 -0.25 -0.91
C 0.50 0.13 -0.95
C -0.12 0.43 -2.18
C 0.71 0.60 -3.36
C 0.11 0.80 -4.61
C -1.28 0.78 -4.74
C -2.09 0.63 -3.61
C -1.53 0.46 -2.35
H 2.47 1.40 -5.09
H 3.87 1.19 -4.06
H 3.19 -0.21 -4.92
H 4.56 -0.39 -3.09
H 5.48 -1.75 -1.28
H 4.18 -2.08 0.84
H 1.95 -1.02 1.12
H -0.12 -0.04 -0.07
H 0.73 0.94 -5.50
H -1.71 0.92 -5.73
H -3.17 0.64 -3.72
H -2.16 0.31 -1.46
*
```

Properties
LUMO ... -4.822 eV
ΔE to the lowest compared entry with this formula, charge and spin ... 86.1 kJ/mol
Gap between HOMO and LUMO ... 3.68 eV
F_max ... 0.042 hartree/bohr
DFT total energy ... -39776.73863 eV

natural (NBO) atomic charge list, values in e, 4 entries:
1 C -0.2574
2 O -0.5116
3 C 0.2896
4 C -0.2461



[2]
Molecular formula: C33H34AlN5O5S3
Method: DFT, ωB97M-V with the def2-TZVPD basis set

```
! wB97M-V def2-TZVPD RIJCOSX def2/J DEFGRID3
* xyz 2 1
Al -0.04 -0.39 1.05
C 0.83 1.55 4.20
C 0.07 0.28 4.19
N -0.17 -0.49 3.15
C -0.87 -1.61 3.52
C -1.16 -1.70 4.85
S -0.55 -0.34 5.68
C -1.33 -2.49 2.47
C -2.24 -3.50 2.59
S -2.70 -4.06 1.04
C -1.66 -2.91 0.32
N -0.98 -2.18 1.18
C -1.65 -2.72 -1.14
H 0.83 2.02 3.23
H 1.87 1.37 4.51
H 0.40 2.22 4.94
H -1.71 -2.47 5.35
H -2.68 -3.90 3.48
H -2.40 -3.35 -1.60
H -0.68 -2.95 -1.58
H -1.89 -1.68 -1.35
C 2.72 0.47 0.92
C 4.25 0.30 1.05
N 4.57 -1.10 1.21
C 3.95 -1.87 0.15
C 2.42 -1.87 0.34
N 2.04 -0.80 1.29
C 2.57 -1.21 2.61
C 4.07 -1.56 2.49
H 2.44 0.72 -0.10
H 2.34 1.25 1.58
H 4.65 0.85 1.91
H 4.76 0.68 0.16
H 4.35 -2.88 0.17
H 4.24 -1.41 -0.80
H 2.08 -2.81 0.77
H 1.90 -1.74 -0.60
H 2.00 -2.06 2.98
H 2.43 -0.37 3.29
H 4.24 -2.63 2.56
H 4.65 -1.07 3.28
O 0.13 -0.29 -0.74
S 0.84 0.25 -2.04
C 1.04 -1.20 -3.10
C 2.34 -1.64 -3.27
C 2.59 -2.74 -4.07
C 1.54 -3.39 -4.70
C 0.24 -2.93 -4.54
C -0.02 -1.82 -3.75
C -0.39 1.09 -3.04
C -1.72 1.26 -2.72
C -2.52 1.97 -3.61
C -1.99 2.47 -4.78
C -0.65 2.30 -5.08
C 0.16 1.60 -4.20
H 3.16 -1.10 -2.81
H 3.60 -3.08 -4.21
H 1.74 -4.25 -5.32
H -0.57 -3.43 -5.04
H -1.03 -1.44 -3.66
H -2.13 0.87 -1.80
H -3.57 2.12 -3.38
H -2.63 3.02 -5.47
H -0.23 2.71 -5.99
H 1.21 1.45 -4.41
O -0.04 1.53 1.28
C -1.30 1.47 1.17
O -1.82 0.33 1.01
C -2.14 2.67 1.21
C -1.70 3.81 1.87
C -2.53 4.92 1.95
C -3.76 4.92 1.31
C -4.16 3.79 0.62
C -3.38 2.64 0.59
N -5.42 3.80 -0.11
O -5.57 2.94 -0.94
O -6.21 4.67 0.18
H -0.73 3.81 2.34
H -2.20 5.79 2.50
H -4.40 5.79 1.34
H -3.74 1.76 0.08
*
```

Properties
LUMO ... -5.193 eV
Gap between HOMO and LUMO ... 8.45 eV
F_max ... 0.031 hartree/bohr
DFT total energy ... -91553.39207 eV

Mulliken atomic charge list, values in e, 4 entries:
1 Al 0.8763
2 C -1.1196
3 C 0.5286
4 N 0.7919



[3]
Molecular formula: C33H34AsCoGeN7S4
Method: DFT, ωB97M-V with the def2-TZVPD basis set

```
! wB97M-V def2-TZVPD RIJCOSX def2/J DEFGRID3
* xyz 0 2
Co -0.34 0.87 0.28
C -0.45 1.22 4.85
C -1.70 0.68 5.05
C -2.50 0.43 3.94
C -2.00 0.69 2.68
N -0.75 1.10 2.47
C -0.02 1.40 3.54
C -2.87 0.65 1.46
C -4.25 0.64 1.53
C -4.99 0.74 0.37
C -4.32 0.83 -0.84
C -2.94 0.82 -0.85
N -2.24 0.74 0.29
C -2.15 1.00 -2.10
C -2.74 0.93 -3.35
C -1.99 1.20 -4.48
C -0.67 1.57 -4.32
C -0.15 1.60 -3.04
N -0.85 1.29 -1.94
H 0.19 1.50 5.67
H -2.06 0.47 6.05
H -3.50 0.04 4.07
H 0.95 1.84 3.36
H -4.75 0.59 2.49
H -6.07 0.78 0.41
H -4.87 0.94 -1.76
H -3.78 0.65 -3.45
H -2.43 1.13 -5.47
H -0.04 1.82 -5.16
H 0.87 1.93 -2.88
S -0.69 4.61 3.16
As 0.49 5.82 1.71
S -0.85 3.44 0.13
S -2.05 4.00 1.69
S 2.38 5.63 2.41
Ge -0.55 -1.54 0.12
C 1.00 -2.78 -0.12
C 1.61 -3.37 0.99
C 2.75 -4.15 0.86
C 3.32 -4.36 -0.39
C 2.72 -3.80 -1.51
C 1.57 -3.02 -1.38
C -1.83 -2.23 -1.22
C -1.64 -2.08 -2.60
C -2.56 -2.58 -3.52
C -3.71 -3.23 -3.07
C -3.92 -3.38 -1.71
C -2.99 -2.89 -0.80
H -1.16 -2.12 1.44
H 1.19 -3.21 1.98
H 3.20 -4.60 1.74
H 4.22 -4.95 -0.49
H 3.16 -3.95 -2.49
H 1.12 -2.60 -2.27
H -0.76 -1.57 -2.97
H -2.39 -2.45 -4.58
H -4.43 -3.61 -3.79
H -4.80 -3.90 -1.35
H -3.17 -3.02 0.26
C 2.33 0.05 1.44
N 3.78 0.14 1.51
C 4.34 -0.30 0.23
N 3.85 0.52 -0.88
C 2.40 0.43 -0.92
N 1.75 0.90 0.35
C 2.23 2.31 0.58
N 3.68 2.40 0.64
C 4.17 1.54 1.72
C 4.23 1.91 -0.63
H 1.90 0.36 2.38
H 2.05 -0.98 1.24
H 4.07 -1.34 0.06
H 5.43 -0.22 0.28
H 2.12 -0.61 -1.07
H 2.03 1.04 -1.74
H 1.81 2.66 1.52
H 1.85 2.94 -0.21
H 3.75 1.90 2.67
H 5.25 1.61 1.76
H 5.32 1.99 -0.60
H 3.86 2.54 -1.44
*
```

Properties
LUMO (spin up / spin down) ... -0.584 / -0.583 eV
ΔE to the lowest compared entry with this formula, charge and spin ... 0.0 kJ/mol
Gap between HOMO and LUMO (spin up / spin down) ... 6.28 / 6.37 eV
F_max ... 0.016 hartree/bohr
DFT total energy ... -243527.60461 eV

Mulliken atomic charge list, values in e, 4 entries:
1 Co -2.0153
2 C -1.0906
3 C -0.8635
4 C -0.9376